Record 1
This record from OMol25 describes the ion C18H25N2O5S with charge +1. The level of theory is the ωB97M-V functional and the def2-TZVPD basis.

Geometry as XYZ:
```
51
Properties=species:S:1:pos:R:3:forces:R:3
C -4.614481 3.814425 5.090867 0.0003 -0.1991 0.1032
C -4.129879 2.557782 5.802790 0.3148 0.0713 -0.3303
C -2.740241 2.141336 5.331245 -0.1464 0.0137 0.5526
O -2.847332 1.726886 3.976804 -0.1935 0.0050 -0.1688
C -1.749018 1.362177 3.301654 0.3326 -0.1435 -0.3057
C -0.457209 1.308919 3.828260 -0.3073 0.0987 0.1948
C 0.604224 0.918635 3.034268 0.0122 -0.1617 -0.3225
C 0.390432 0.579224 1.707734 -0.3169 0.0827 0.3459
N 1.492312 0.200320 0.884529 -0.3800 0.0546 0.2726
C 2.670870 0.972878 0.798406 0.3513 0.0066 -0.2566
O 2.883280 1.950472 1.441677 0.0446 0.0644 0.0223
C 3.551259 0.332243 -0.254402 0.2389 0.1253 -0.0942
C 2.820974 -0.935047 -0.665718 -0.1717 -0.1470 -0.6185
S 2.506028 -1.014961 -2.483300 0.2819 -0.2373 0.3943
C 2.393525 -2.827371 -2.773199 -0.0249 0.4685 0.0321
C 0.995993 -3.252903 -3.210671 0.3447 0.1727 -0.6840
N -0.024075 -3.094945 -2.155228 -0.4395 0.3998 0.3373
C 0.491483 -2.359278 -4.381397 -0.3182 -0.5656 0.9743
O -0.584196 -1.822884 -4.271406 -0.0947 0.2854 -0.4158
O 1.322055 -2.315887 -5.374311 0.4478 -0.2188 0.0393
C 0.994769 -1.469556 -6.501297 -0.2115 0.5703 -0.5237
C 1.419126 -0.036217 -6.235244 -0.0498 -0.3925 0.1374
C 1.501672 -0.872363 0.076974 0.2044 -0.4101 -0.2410
O 0.587375 -1.681098 -0.059166 0.0413 0.1481 0.2621
C -0.890596 0.627961 1.167871 0.1516 0.0766 0.0841
C -1.947005 1.011394 1.959142 -0.0666 0.0725 0.2070
H -4.633411 3.652626 4.016409 -0.0375 0.0602 -0.1079
H -5.617172 4.071341 5.420624 -0.0918 0.0941 -0.0202
H -3.956300 4.653634 5.304519 0.0437 0.1268 -0.0059
H -4.820698 1.735809 5.610726 0.0097 -0.0761 0.1083
H -4.089778 2.728295 6.879330 0.0136 -0.0832 0.0318
H -2.363250 1.311644 5.943746 0.0317 0.0805 -0.1114
H -2.046132 2.987866 5.408999 -0.0012 -0.0837 -0.0277
H -0.267372 1.569810 4.856201 -0.0152 0.0360 0.1012
H 1.598293 0.884322 3.450462 0.0815 0.0145 0.0373
H 4.546902 0.148413 0.149442 -0.0667 0.0171 -0.0180
H 3.663031 1.033147 -1.084855 0.0046 0.0283 0.0828
H 3.366798 -1.842232 -0.401196 -0.1066 0.0753 0.1079
H 2.697292 -3.351763 -1.869503 0.0514 -0.0610 -0.0252
H 3.096716 -3.054726 -3.574112 -0.0727 -0.0982 0.0858
H 1.032396 -4.288212 -3.564473 -0.1150 0.0899 0.1051
H -0.419314 -3.973367 -1.820182 0.0897 0.0729 -0.1416
H -0.774853 -2.520230 -2.616555 0.2319 -0.3514 0.2839
H 0.318754 -2.526083 -1.290714 -0.0383 -0.2496 -0.4097
H 1.546654 -1.902215 -7.336088 -0.1156 -0.0112 0.1331
H -0.081067 -1.531002 -6.684941 0.1767 -0.1009 0.0063
H 2.480194 0.009384 -6.004370 0.1083 0.0414 -0.0229
H 0.856778 0.379965 -5.402926 -0.0550 0.0721 0.0389
H 1.225538 0.561962 -7.119941 -0.0154 0.0813 -0.0937
H -1.053907 0.378059 0.131241 -0.0310 -0.0221 -0.0839
H -2.947437 1.061415 1.561274 -0.1260 0.0066 -0.0523
```
Forces are in eV/Å.

Calculated values
SMILES string   CCCOc1ccc(N2C(=O)C[C@H](SC[C@@H]([NH3+])C(=O)OCC)C2=O)cc1
Highest occupied orbital energy   -10.82 eV
Calculated total energy   -1584.63788 hartree
HOMO-LUMO gap   8.23 eV
Lowest unoccupied orbital energy   -2.590 eV
Relative energy (zero: lowest compared OMol25 entry of this formula, charge and spin)   0.0 kcal per mole
Charge   +1


Record 2
This record from OMol25 describes the molecule C18H25N3O3. The level of theory is the ωB97M-V functional and the def2-TZVPD basis.

Geometry as XYZ:
```
49
Properties=species:S:1:pos:R:3:forces:R:3
C 5.130544 6.287692 1.550319 0.0647 -0.4012 -0.1964
C 5.404274 5.270311 0.443496 0.0134 0.2296 0.0363
O 5.743594 3.986317 0.928655 0.1613 -0.0291 0.0156
C 4.675456 3.206636 1.416978 -0.1585 -0.2160 -0.1713
C 3.854736 2.539774 0.307509 0.0901 0.1326 0.3604
C 2.769384 1.637510 0.895175 0.0787 0.2929 0.0160
N 1.970422 1.023002 -0.138433 0.4915 -0.1958 0.0996
C 0.735336 1.452739 -0.446914 -0.0933 -0.3774 -0.4439
O 0.157084 2.352088 0.124025 -0.2610 0.3615 0.1278
C 0.102195 0.674567 -1.613299 0.0581 0.3426 0.0005
N -0.118381 -0.723582 -1.289332 0.5279 0.0971 -0.0665
N -1.393242 -1.014917 -0.934316 -1.0499 -0.1885 0.3068
C -1.679162 -2.130550 -0.378814 0.7874 0.0279 -0.1659
C -3.067039 -2.352108 0.010929 -0.6875 -0.0674 0.1453
C -3.425045 -3.335881 0.931780 0.2301 0.2012 -0.2072
C -4.746994 -3.509067 1.295760 -0.1940 0.0361 0.0063
C -5.750472 -2.717402 0.753369 0.1189 -0.0631 0.0315
C -7.183252 -2.897900 1.146583 -0.0161 0.0342 0.0053
C -5.391701 -1.732484 -0.163886 0.0387 -0.0525 0.0622
C -4.076278 -1.548694 -0.527958 0.0883 -0.0906 0.0383
C -0.615737 -3.167934 -0.117899 0.0686 0.1493 -0.1898
C 0.432671 -3.071012 -1.222510 0.0483 0.0262 0.1267
C 0.874340 -1.638464 -1.421653 0.0362 -0.4111 -0.1035
O 2.011801 -1.313948 -1.725225 0.1388 -0.1010 -0.1077
H 5.965294 6.309854 2.246228 0.0761 0.0398 0.0682
H 5.006571 7.274481 1.112964 -0.0422 0.1396 -0.0210
H 4.225394 6.039477 2.099280 -0.0824 0.0432 0.0753
H 4.543623 5.217525 -0.235480 0.0855 -0.0031 -0.0210
H 6.279178 5.583232 -0.132751 -0.1582 0.0158 -0.0278
H 5.148666 2.435594 2.032342 -0.1272 0.0551 0.0406
H 4.012497 3.800179 2.058961 0.0309 -0.0392 0.0360
H 3.376986 3.300300 -0.312788 -0.0164 -0.0244 -0.0543
H 4.524513 1.955007 -0.326135 0.0208 0.0156 -0.0433
H 2.089145 2.228356 1.514251 0.1012 -0.1234 0.0205
H 3.224252 0.854095 1.508930 -0.0537 0.0573 0.0299
H 2.392354 0.298739 -0.710533 -0.2109 0.0739 0.0079
H -0.871635 1.113038 -1.832743 0.1879 -0.0627 0.0458
H 0.759660 0.734588 -2.485360 -0.0752 -0.0129 0.0620
H -2.671099 -3.958725 1.389094 0.0900 -0.0792 0.0123
H -5.002212 -4.273275 2.016198 -0.0401 -0.0650 0.0621
H -7.530971 -2.027060 1.702002 -0.0871 0.0132 0.0477
H -7.811674 -2.998949 0.263183 -0.0905 -0.0284 -0.0112
H -7.310617 -3.778504 1.770911 -0.0634 -0.0426 0.0351
H -6.159746 -1.105160 -0.593060 -0.0757 0.0709 -0.0637
H -3.800232 -0.783588 -1.235437 -0.0097 0.0746 -0.0783
H -1.038215 -4.171851 -0.094572 -0.0069 0.0690 0.0818
H -0.157829 -2.963934 0.856609 -0.0300 -0.0662 0.0128
H 1.308961 -3.683119 -1.008616 -0.0310 0.1166 -0.0685
H 0.005393 -3.412784 -2.171733 0.0275 0.0250 0.0252
```
Forces are in eV/Å.

Calculated values
SMILES string   CCOCCCNC(=O)CN1N=C(c2ccc(C)cc2)CCC1=O
Highest occupied orbital energy   -8.42 eV
Calculated total energy   -1090.89290 hartree
HOMO-LUMO gap   8.73 eV
Lowest unoccupied orbital energy   0.307 eV
Relative energy (zero: lowest compared OMol25 entry of this formula, charge and spin)   52.4 kcal per mole


Record 3
This record from OMol25 describes a structure of composition C18H25N5OS2V. The level of theory is the ωB97M-V functional and the def2-TZVPD basis.

Geometry as XYZ:
```
52
Properties=species:S:1:pos:R:3:forces:R:3
V 0.532188 0.978369 0.296032 0.3674 -0.1416 -0.1820
N -1.896997 -1.449472 4.739276 0.0462 0.0395 0.0185
C -1.533353 -0.395071 4.440329 -0.0422 -0.0833 -0.0352
N -1.189622 0.844419 4.113904 0.1207 0.0661 0.0169
C -0.596814 1.119211 3.047875 -0.1682 0.0461 0.0139
N -0.069677 1.495225 2.056928 -0.0985 -0.0339 0.1600
C 5.013314 2.274240 -1.250974 0.0631 0.0333 0.0348
N 3.912890 1.797156 -2.078940 -0.0339 0.0113 0.0269
C 4.052167 1.122263 -3.278650 0.0279 -0.0289 -0.0143
C 2.813700 0.865054 -3.744274 -0.0136 -0.0002 0.0060
N 1.936153 1.400464 -2.825036 0.0550 0.0390 0.0197
C 2.610222 1.968207 -1.807072 -0.0251 -0.1082 -0.1826
S 1.928144 2.775836 -0.457464 -0.0663 0.0762 0.1191
H 5.835690 1.567199 -1.318657 -0.0086 -0.0080 -0.0125
H 4.674413 2.344254 -0.221206 -0.0172 -0.0091 -0.0071
H 5.342099 3.255102 -1.589193 -0.0108 -0.0035 -0.0045
H 5.018724 0.885831 -3.685997 -0.0049 0.0021 0.0010
H 2.486925 0.357301 -4.633009 0.0020 0.0036 0.0011
H 0.927709 1.367769 -2.848450 0.0009 -0.0125 0.0110
C 3.377668 -2.195758 -0.567627 -0.0485 0.0082 -0.0262
C 1.993526 -1.544596 -0.585501 0.0506 -0.0239 -0.0168
C 0.903791 -2.613550 -0.550031 0.0293 0.0471 -0.0054
C 1.823195 -0.571881 0.584408 -0.1204 0.1186 0.0053
H 3.493370 -2.895583 -1.397678 0.0216 -0.0020 0.0086
H 3.525030 -2.745660 0.363971 0.0025 -0.0018 -0.0013
H 4.166925 -1.444730 -0.639373 0.0089 -0.0004 -0.0060
H 1.905918 -1.002510 -1.538911 -0.0112 0.0085 0.0148
H 1.038257 -3.257431 0.321696 -0.0007 0.0028 0.0054
H 0.925219 -3.241566 -1.441650 -0.0138 -0.0046 0.0052
H -0.090847 -2.167208 -0.469082 -0.0239 -0.0237 -0.0219
H 2.762817 -0.054526 0.820534 0.0069 -0.0094 0.0142
H 1.523895 -1.111484 1.491789 -0.0193 -0.0044 -0.0115
C -4.944427 -0.320519 3.693530 0.0157 0.0154 0.0303
C -4.151058 -0.279112 2.424921 0.0023 -0.0033 -0.0337
C -3.824567 0.941857 1.824593 0.0073 -0.0212 -0.0296
C -3.110643 0.988407 0.643481 -0.0096 0.0353 0.0182
C -2.704347 -0.208113 0.056861 -0.0933 -0.0629 -0.1256
C -2.989468 -1.435485 0.649459 0.0659 -0.0095 -0.0267
C -3.707122 -1.460246 1.831028 -0.0273 0.0020 0.0324
S -1.843794 -0.237149 -1.474577 -0.3895 0.0457 -0.0228
C -2.903635 0.752951 -2.530171 0.0354 -0.1113 0.1128
O -0.630259 0.715993 -1.287430 0.2878 0.1475 0.0270
H -5.503835 0.601069 3.843522 0.0044 0.0005 0.0016
H -4.269059 -0.461949 4.539846 -0.0382 -0.0095 -0.0059
H -5.639565 -1.159039 3.688828 0.0002 0.0018 0.0065
H -4.147038 1.864394 2.290220 -0.0020 0.0020 -0.0042
H -2.872789 1.942516 0.188418 0.0029 0.0015 0.0212
H -2.656439 -2.357772 0.188795 -0.0034 0.0042 -0.0032
H -3.926372 -2.408072 2.304571 0.0007 0.0050 0.0032
H -3.101107 1.715596 -2.064709 0.0330 -0.0094 0.0231
H -3.829483 0.197861 -2.677360 0.0139 -0.0095 0.0163
H -2.391632 0.879943 -3.481792 0.0182 -0.0272 0.0043
```
Forces are in eV/Å.

Calculated values
Highest occupied orbital energy (alpha / beta)   -11.39 / -11.81 eV
<S²>   2.033
Calculated total energy   -2790.08336 hartree
Spin multiplicity   3
HOMO-LUMO gap (alpha / beta)   8.41 / 8.96 eV
Lowest unoccupied orbital energy (alpha / beta)   -2.978 / -2.848 eV
Relative energy (zero: lowest compared OMol25 entry of this formula, charge and spin)   0.0 kcal per mole
Charge   +1